Version a
48
Properties=species:S:1:pos:R:3 method="wB97M-V/def2-TZVPD" mol_weight_g_mol=357.5 total_charge=0 homo_lumo_gap_ev=8.07 lumo_energy_ev=0.363 smiles="CCNC(=S)N/N=C/c1ccc(OCCOc2ccccc2C)cc1"
C -2.266 -0.867 -4.189
C -0.854 -1.077 -3.663
N 0.104 -0.555 -4.614
C 1.323 -0.042 -4.414
S 2.219 0.516 -5.696
N 1.876 0.070 -3.177
N 1.357 -0.400 -2.039
C 1.957 -0.182 -0.934
C 1.408 -0.654 0.313
C 0.333 -1.548 0.345
C -0.234 -1.916 1.540
C 0.234 -1.384 2.744
O -0.456 -1.762 3.861
C -0.432 -0.939 5.006
C -1.369 0.280 4.891
O -0.966 1.200 3.905
C -1.401 1.088 2.608
C -2.383 0.219 2.157
C -2.736 0.201 0.817
C -2.110 1.039 -0.083
C -1.135 1.914 0.369
C -0.774 1.960 1.703
C 0.264 2.915 2.203
C 1.345 -0.547 2.726
C 1.924 -0.196 1.524
H -2.988 -1.242 -3.468
H -2.457 0.191 -4.353
H -2.412 -1.396 -5.128
H -0.717 -0.564 -2.711
H -0.670 -2.148 -3.503
H -0.151 -0.625 -5.590
H 2.784 0.542 -3.168
H 2.887 0.398 -0.892
H -0.050 -1.933 -0.586
H -1.069 -2.598 1.574
H 0.581 -0.602 5.243
H -0.791 -1.572 5.822
H -2.398 -0.057 4.736
H -1.322 0.828 5.837
H -2.874 -0.468 2.828
H -3.502 -0.483 0.484
H -2.378 1.018 -1.128
H -0.643 2.575 -0.329
H -0.184 3.623 2.899
H 1.040 2.376 2.742
H 0.713 3.463 1.379
H 1.756 -0.144 3.639
H 2.777 0.468 1.522


Version b
48
Properties=species:S:1:pos:R:3 method="wB97M-V/def2-TZVPD" mol_weight_g_mol=357.5 total_charge=0 homo_lumo_gap_ev=8.69 lumo_energy_ev=0.647 smiles="NC(=O)N[C@@H](Cc1ccccc1)C(=O)NCCCSc1ccccc1"
N -2.061 0.111 2.273
C -1.974 0.465 0.958
O -2.961 0.720 0.285
N -0.713 0.526 0.461
C -0.399 1.214 -0.778
C 1.034 1.751 -0.723
C 1.244 2.594 0.500
C 1.878 2.071 1.620
C 2.025 2.830 2.769
C 1.536 4.124 2.811
C 0.905 4.656 1.699
C 0.759 3.895 0.553
C -0.567 0.288 -2.004
O 0.314 0.139 -2.829
N -1.767 -0.305 -2.045
C -2.169 -1.209 -3.104
C -1.223 -2.406 -3.241
C -1.389 -3.474 -2.166
S -1.654 -2.904 -0.449
C -0.065 -2.510 0.206
C 0.012 -2.415 1.596
C 1.194 -2.044 2.206
C 2.319 -1.777 1.439
C 2.248 -1.897 0.062
C 1.065 -2.260 -0.559
H -2.977 -0.140 2.605
H -1.272 -0.301 2.740
H 0.065 0.338 1.073
H -1.117 2.038 -0.896
H 1.717 0.899 -0.726
H 1.214 2.327 -1.631
H 2.275 1.064 1.589
H 2.523 2.411 3.631
H 1.650 4.717 3.706
H 0.525 5.666 1.726
H 0.266 4.313 -0.312
H -2.445 -0.049 -1.332
H -3.184 -1.545 -2.888
H -2.168 -0.666 -4.057
H -0.207 -2.014 -3.260
H -1.407 -2.885 -4.205
H -0.538 -4.155 -2.152
H -2.295 -4.052 -2.354
H -0.866 -2.647 2.181
H 1.244 -1.973 3.283
H 3.245 -1.492 1.914
H 3.121 -1.701 -0.545
H 1.039 -2.337 -1.632


Stability, lowest: version a